Entry 1:
Density functional theory data (wB97M-V/def2-TZVPD) for a 2-piece molecular cluster, C7H17N2OP overall at a distorted geometry.

orbital gap (alpha / beta): 8.136 / 8.142 eV
HOMO level (alpha / beta): -0.294 / -0.294 Ha
molecular weight: 176.20 g mol⁻¹
ΔE to the lowest compared entry with this formula, charge and spin: 57.9 kcal per mole

Atoms and positions in Å:
C 0.877708 1.876365 0.737017
C 0.169380 0.935039 1.311472
C 1.005855 2.125191 -0.779161
C 0.549373 -0.761408 3.150411
C -0.050141 -0.575999 -2.883072
C 0.372917 -2.446321 -1.562277
C -0.188089 0.527992 2.750860
N -1.972591 0.867610 -0.221050
N 0.575152 -0.997320 -1.674741
O -1.557331 -1.339625 0.845715
P -0.808126 -0.264094 0.252568
H 1.295941 2.674732 1.454232
H 0.194495 1.700537 -1.390773
H 2.009736 1.719369 -1.034238
H 0.995909 3.199613 -0.955455
H 0.728577 -0.845693 4.256820
H 1.504983 -0.719103 2.632209
H -0.006256 -1.595576 2.892281
H -0.951371 -1.102168 -3.043010
H -0.340723 0.465950 -2.748880
H 0.543283 -0.483495 -3.847073
H 1.150684 -2.988173 -2.212594
H 0.393472 -2.863029 -0.619761
H -0.583056 -2.730283 -2.154809
H -1.270078 0.356045 2.710050
H 0.139926 1.480108 3.239479
H -2.796723 0.306972 -0.145499
H -1.982906 1.476764 -0.960719

Atomic forces in eV per Å
0.1 2.0 0.6
-0.8 -3.2 -0.5
0.7 -0.2 1.2
1.2 2.1 1.6
0.4 2.3 -0.5
-0.2 0.0 -4.6
1.0 1.6 -1.1
0.2 -2.4 1.8
-0.8 -0.5 2.7
-0.6 -2.3 1.2
2.4 3.3 -3.6
-0.4 -1.1 -1.3
0.6 -0.1 0.4
-0.8 0.2 -0.5
0.2 0.0 0.0
-0.1 0.3 -1.0
0.2 -0.5 0.2
-1.0 -1.6 -0.8
-1.2 -0.8 -0.7
-0.2 0.3 -0.1
0.0 -0.8 1.2
-0.6 0.8 1.0
0.0 -0.6 2.1
1.0 0.1 1.4
0.1 0.5 0.7
-0.6 -1.1 0.7
-1.0 0.1 -0.3
0.3 1.6 -2.0

---

Entry 2:
Density functional theory data (wB97M-V/def2-TZVPD) for a 13-piece molecular cluster, BH28O12 overall at a distorted geometry.

orbital gap: 9.482 eV
HOMO level: -0.272 Ha
charge: -1
molecular weight: 231.02 g mol⁻¹
ΔE to the lowest compared entry with this formula, charge and spin: 26.1 kcal per mole

Atoms and positions in Å:
B -12.524123 -5.001562 -14.442008
H -12.018249 -4.891809 -13.421000
H -13.520736 -5.560795 -14.357484
H -12.656519 -3.997229 -14.969420
H -11.801396 -5.466407 -15.174049
O -16.187421 -6.191634 -15.132799
H -16.119398 -5.658076 -14.336690
H -17.089863 -6.051773 -15.444165
O -9.521635 -3.921467 -15.130158
H -10.372571 -4.198257 -14.752066
H -9.017578 -3.600358 -14.376494
O -14.347722 -3.100750 -13.145044
H -13.772327 -3.728912 -13.663283
H -15.014754 -3.668091 -12.749266
O -14.603362 -1.666494 -15.547086
H -14.542563 -2.164304 -14.711388
H -13.752460 -1.228746 -15.627817
O -11.840058 -6.598523 -17.118569
H -11.811980 -6.182163 -16.215321
H -11.895340 -5.848231 -17.727560
O -14.492499 -7.569658 -11.459847
H -14.542388 -7.105753 -12.302871
H -14.446735 -6.869591 -10.802392
O -13.097018 -5.089911 -11.270226
H -13.682836 -4.384453 -10.979481
H -12.864069 -4.850438 -12.188648
O -9.149333 -6.557315 -16.252149
H -8.965022 -5.641840 -15.984839
H -10.025270 -6.524812 -16.676448
O -12.211260 -3.606672 -17.224867
H -12.413526 -2.689647 -17.042307
H -12.262098 -4.051415 -16.350944
O -11.857950 -7.533794 -12.738467
H -12.406407 -7.766047 -11.978026
H -12.010803 -6.587700 -12.869383
O -14.861313 -6.256642 -17.699115
H -15.167886 -6.019431 -16.814578
H -13.894133 -6.250002 -17.644252
O -14.673558 -8.516157 -15.700245
H -15.484731 -8.018137 -15.841743
H -13.977576 -7.850877 -15.701750

Atomic forces in eV per Å
-0.3 0.0 -0.1
1.1 0.4 1.2
-1.4 -0.9 0.0
-0.7 2.0 0.2
1.4 -1.1 -0.3
-0.5 0.2 0.0
0.2 0.0 0.0
0.1 0.0 0.0
0.0 0.2 0.2
0.2 -0.1 -0.1
0.0 0.0 0.0
0.3 -0.4 -0.2
-0.4 0.6 0.3
-0.1 0.0 0.0
0.0 0.0 0.0
-0.1 0.2 -0.1
0.0 0.1 0.0
-0.1 0.2 0.0
-0.3 -0.6 -1.0
0.2 0.1 0.1
-0.5 -0.3 0.2
0.2 -0.1 0.0
0.3 0.1 -0.2
-0.3 0.2 0.3
0.2 0.2 0.0
0.0 -0.1 0.4
0.2 0.2 -0.1
-0.2 -0.3 0.0
0.4 -0.2 0.1
0.3 -0.6 -0.1
-0.2 0.1 0.0
-0.1 0.6 -0.7
0.2 0.0 0.1
-0.1 0.1 -0.2
0.1 -0.4 0.0
0.0 0.2 -0.2
0.2 0.1 -0.1
-0.2 -0.2 0.1
0.0 -0.4 0.2
0.3 0.0 0.0
0.0 0.0 -0.1